C21H24N2O4S | the ωB97M-V functional and the def2-TZVPD basis

Geometry as XYZ:
```
52
Properties=species:S:1:pos:R:3:mulliken_charge:R:1
C 1.953 1.839 -1.848 -1.011
O 2.357 0.758 -1.048 -0.183
C 3.392 0.941 -0.176 0.681
C 3.970 2.172 0.105 -0.753
C 5.014 2.263 1.011 -0.615
C 5.492 1.131 1.640 -0.739
C 4.916 -0.098 1.359 -0.521
C 3.874 -0.216 0.457 0.386
C 3.241 -1.544 0.163 -0.596
C 1.888 -1.666 0.879 -0.559
N 1.199 -2.913 0.638 -0.335
S 0.448 -3.071 -0.855 1.550
O -0.085 -4.402 -0.874 -0.768
O 1.297 -2.678 -1.946 -0.676
C -0.867 -1.884 -0.671 -0.529
C -0.944 -0.818 -1.549 -0.257
C -1.962 0.118 -1.421 -0.015
C -2.854 -0.090 -0.380 -0.151
C -2.775 -1.156 0.519 0.292
C -1.764 -2.079 0.371 -0.419
C -3.889 -0.996 1.511 0.551
C -3.412 -0.852 2.957 -1.502
C -4.588 0.287 1.036 0.155
O -5.542 0.832 1.533 -0.674
N -3.918 0.728 -0.073 -0.049
C -4.202 1.890 -0.880 -0.727
C -2.896 2.416 -1.477 -0.753
C -2.176 1.329 -2.284 -0.654
H 1.234 1.427 -2.554 0.189
H 1.470 2.624 -1.254 0.355
H 2.793 2.269 -2.402 0.486
H 3.612 3.071 -0.372 0.417
H 5.452 3.228 1.219 0.386
H 6.307 1.200 2.344 0.375
H 5.291 -0.988 1.845 0.374
H 3.898 -2.351 0.495 0.553
H 3.063 -1.647 -0.909 0.256
H 2.025 -1.557 1.960 0.376
H 1.221 -0.876 0.530 0.194
H 1.753 -3.733 0.839 0.347
H -0.195 -0.744 -2.322 0.640
H -1.641 -2.932 1.017 0.474
H -4.604 -1.822 1.453 0.351
H -2.983 -1.787 3.308 0.361
H -4.253 -0.584 3.592 0.402
H -2.657 -0.073 3.030 0.394
H -4.899 1.616 -1.682 0.252
H -4.685 2.638 -0.246 0.431
H -2.244 2.749 -0.666 0.306
H -3.114 3.273 -2.114 0.390
H -2.784 1.052 -3.151 0.296
H -1.222 1.704 -2.656 0.262
```

Results
Relative energy (zero: lowest compared OMol25 entry of this formula, charge and spin)   60.94 kJ/mol
Frontier orbital gap   9.05 eV
SMILES   COc1ccccc1CCNS(=O)(=O)c1cc2c3c(c1)[C@@H](C)C(=O)N3CCC2
HOMO   -8.57 eV


C8H8 | the ωB97M-V functional and the def2-TZVPD basis

Geometry as XYZ:
```
16
Properties=species:S:1:pos:R:3:mulliken_charge:R:1
C -0.523 2.650 -0.115 0.282
C -0.185 1.493 -0.174 -1.357
C 0.337 0.128 -0.046 1.991
C -0.278 -0.809 -0.951 -0.707
C -1.568 -0.915 -0.079 -0.504
C -0.557 -0.587 1.066 -0.677
C 1.776 0.197 0.048 -1.314
C 2.989 -0.074 0.084 -0.249
H -1.059 3.629 0.227 0.334
H -0.204 -0.637 -2.146 0.252
H 0.428 -1.669 -0.960 0.363
H -2.261 -0.037 -0.264 0.204
H -2.169 -1.863 0.041 0.345
H 0.045 -1.476 1.364 0.363
H -0.882 0.127 1.919 0.290
H 4.112 -0.157 -0.013 0.383
```

Results
Relative energy (zero: lowest compared OMol25 entry of this formula, charge and spin)   517.13 kJ/mol
Frontier orbital gap   10.69 eV
HOMO   -9.65 eV


C4H5ClO | the ωB97M-V functional and the def2-TZVPD basis

Geometry as XYZ:
```
11
Properties=species:S:1:pos:R:3:mulliken_spin:R:1
C 2.048 -1.912 0.164 -0.006
C 1.169 -1.136 0.021 0.939
C -0.417 1.382 0.603 -0.002
C -0.868 0.222 -0.189 0.742
O -0.910 0.527 -1.493 0.108
Cl -1.877 -1.085 0.432 0.117
H 2.876 -2.718 0.127 0.025
H -1.214 2.070 0.918 0.042
H -0.048 2.026 -0.088 0.005
H 0.188 0.940 1.516 0.023
H -0.947 -0.316 -2.010 0.006
```

Results
Multiplicity   3
Relative energy (zero: lowest compared OMol25 entry of this formula, charge and spin)   286.74 kJ/mol
Frontier orbital gap (spin up / spin down)   7.71 / 7.71 eV
HOMO (spin up / spin down)   -6.90 / -10.61 eV


C3H10N3O | the ωB97M-V functional and the def2-TZVPD basis

Geometry as XYZ:
```
17
Properties=species:S:1:pos:R:3:mulliken_charge:R:1
C -1.258 0.490 -2.209 -0.634
C 1.863 0.255 0.603 -0.774
C 0.074 -0.858 1.859 -0.832
N -0.462 -0.324 -1.397 -0.702
N 0.548 0.353 1.168 0.190
N -0.337 0.934 0.239 -0.164
O -1.583 0.865 0.643 -0.628
H -0.679 1.338 -2.704 0.127
H -1.723 -0.082 -3.069 0.284
H -1.962 0.985 -1.545 0.294
H 2.018 -0.778 0.014 0.251
H 1.796 1.099 -0.168 0.325
H 2.699 0.340 1.418 0.248
H -0.657 -1.258 1.182 0.244
H 0.938 -1.469 2.069 0.381
H -0.330 -0.812 2.954 0.195
H -0.945 -1.078 -1.056 0.195
```

Results
Total charge   -1
Relative energy (zero: lowest compared OMol25 entry of this formula, charge and spin)   550.75 kJ/mol
Frontier orbital gap (spin up / spin down)   6.08 / 6.08 eV
HOMO (spin up / spin down)   -1.88 / -1.88 eV


C32H49B2CeF4N6O5PSe | the ωB97M-V functional and the def2-TZVPD basis

Geometry as XYZ:
```
101
Properties=species:S:1:pos:R:3:mulliken_charge:R:1
Ce -0.723 -1.520 1.703 1.749
C 3.638 -2.714 3.625 -1.605
C 2.187 -2.424 3.385 0.552
N 1.495 -2.662 2.354 0.030
O 1.966 -3.263 1.227 -0.122
B 2.303 -4.619 1.244 0.329
F 2.927 -5.040 0.195 0.044
F 2.178 -5.398 2.356 -0.228
O -1.244 -3.375 0.498 -0.661
N -1.604 -3.520 1.764 0.519
C -2.337 -4.309 2.435 0.555
C -2.988 -5.574 1.982 -1.487
C -2.449 -3.869 3.878 0.388
N -2.010 -2.663 4.027 0.282
O -2.408 -1.967 5.163 -0.540
B -1.613 -0.812 5.384 0.874
F 0.267 -0.252 0.550 -0.442
F -1.985 -0.022 6.323 -0.106
O -0.491 -0.348 4.739 -0.561
N 0.328 -1.068 3.822 0.122
C 1.363 -1.668 4.369 0.581
C 1.525 -1.693 5.819 -1.525
C -3.192 -4.701 4.793 -1.555
H 4.159 -3.197 2.846 0.413
H 3.669 -3.273 4.588 0.400
H 4.153 -1.796 3.865 0.462
H -2.937 -5.667 0.853 0.348
H -4.045 -5.594 2.256 0.402
H -2.538 -6.387 2.549 0.380
H 1.041 -0.794 6.211 0.393
H 2.525 -1.838 6.202 0.486
H 0.989 -2.526 6.309 0.380
H -2.672 -5.676 5.022 0.400
H -3.252 -4.270 5.787 0.383
H -4.169 -4.991 4.428 0.398
Se 5.232 -7.467 -5.757 0.385
N 6.161 -5.929 -5.672 -0.727
C 5.642 -5.264 -4.638 0.577
C 6.045 -3.976 -4.240 -0.563
C 5.531 -3.341 -3.118 -0.588
C 4.509 -4.056 -2.441 -0.153
C 4.178 -5.384 -2.758 -0.365
C 4.683 -6.035 -3.839 0.639
N 4.310 -7.202 -4.268 -0.763
H 6.648 -3.494 -4.928 0.463
H 5.962 -2.402 -2.879 0.407
H 4.192 -3.641 -1.472 0.139
H 3.540 -5.921 -2.111 0.531
O -2.510 -0.056 1.063 -0.047
P -3.346 0.923 0.322 -1.119
C -3.109 0.858 -1.508 0.462
C -3.062 2.054 -2.504 -0.826
C -4.395 2.604 -3.025 -0.512
C -5.457 1.454 -3.275 -0.862
C -5.495 0.381 -2.202 -0.424
C -4.139 -0.240 -1.933 -1.049
C -4.426 1.844 1.255 0.202
C -5.400 2.759 0.591 -0.607
C -5.799 3.713 1.777 -1.093
C -4.618 4.663 2.094 -0.684
C -3.203 4.187 1.637 -0.824
C -3.000 2.691 1.397 -0.578
C 5.471 4.821 -3.627 0.612
C 4.505 5.706 -4.171 -0.519
C 4.660 7.079 -3.604 -0.512
C 6.057 7.010 -2.851 -0.662
C 6.546 5.531 -3.022 -0.757
C 5.469 3.430 -3.602 -1.137
H -2.137 0.359 -1.482 0.539
H -2.425 1.562 -3.317 0.459
H -2.435 2.900 -2.134 0.291
H -4.185 3.140 -4.008 0.388
H -4.745 3.391 -2.314 0.228
H -5.150 0.929 -4.170 0.398
H -6.416 1.875 -3.449 0.393
H -6.159 -0.413 -2.656 0.365
H -5.939 0.775 -1.336 0.110
H -3.762 -0.608 -2.927 0.507
H -4.175 -1.068 -1.251 0.438
H -4.602 1.346 2.184 0.839
H -6.224 2.183 0.259 0.609
H -4.859 3.339 -0.107 0.229
H -6.095 3.115 2.663 0.378
H -6.728 4.231 1.616 0.516
H -4.546 4.911 3.147 0.427
H -4.895 5.595 1.526 0.278
H -2.540 4.494 2.423 0.426
H -2.885 4.706 0.755 0.390
H -2.449 2.273 2.246 0.494
H -2.196 2.488 0.657 0.241
H 7.365 5.216 -3.720 0.408
H 3.535 5.289 -4.052 0.409
H 4.791 5.624 -5.259 0.316
H 3.801 7.332 -2.912 0.328
H 4.685 7.704 -4.443 0.262
H 6.807 7.749 -3.016 0.410
H 6.972 5.090 -2.146 0.492
H 4.865 2.879 -4.340 0.355
H 5.859 7.213 -1.663 0.241
H 6.459 3.113 -3.397 0.405
H 4.973 3.457 -2.612 0.351
```

Results
Total charge   +4
Frontier orbital gap   2.85 eV
HOMO   -14.12 eV


C5H6O2 | the ωB97M-V functional and the def2-TZVPD basis

Geometry as XYZ:
```
13
Properties=species:S:1:pos:R:3:mulliken_charge:R:1
C 0.810 1.585 -0.515 -1.090
C 0.119 0.531 0.469 0.362
C 0.442 -0.921 0.864 -0.458
C -0.387 -1.775 0.251 -0.317
C -1.306 -1.014 -0.623 0.415
O -2.125 -1.362 -1.431 -0.540
O -1.058 0.343 -0.328 -0.325
H 0.070 2.256 -1.021 0.282
H 1.427 2.230 0.097 0.369
H 1.373 1.105 -1.319 0.302
H 0.047 1.078 1.442 0.230
H 1.089 -1.213 1.691 0.379
H -0.500 -2.843 0.422 0.393
```

Results
Relative energy (zero: lowest compared OMol25 entry of this formula, charge and spin)   97.59 kJ/mol
Frontier orbital gap   10.63 eV
SMILES   C[C@@H]1C=CC(=O)O1
HOMO   -10.28 eV


Number 1: energy -44172.7724 eV. Number 2: energy -8419.6609 eV. Number 3: energy -18790.6001 eV. Number 4: energy -9786.1074 eV. Number 5: energy -152906.8691 eV. Number 6: energy -9376.0842 eV.